No. 1
Below is a single C5H8N2S molecule at a distorted geometry, with properties calculated with ωB97M-V/def2-TZVPD.

XYZ file:
```
16
Properties=species:S:1:pos:R:3:forces:R:3:mulliken_charge:R:1
C -2.148 0.456 0.308 -1.0 0.3 -2.1 -1.11
C -0.688 0.502 -0.110 -1.6 -1.9 1.6 0.57
C 0.010 1.379 -0.857 -0.7 3.0 -1.4 -0.83
C 1.424 -0.178 -0.311 0.5 -2.8 0.7 -0.66
C 0.191 -0.569 0.238 1.7 -0.6 -0.2 0.84
H -2.319 0.586 1.403 0.1 0.2 -0.9 0.25
H -2.579 -0.579 0.024 0.5 1.6 0.4 0.30
H -2.712 1.233 -0.395 0.8 -1.5 2.0 0.28
H -0.244 2.379 -1.267 -0.2 -1.1 0.4 0.37
H 2.058 1.386 -1.442 0.0 0.6 -0.3 0.19
H 3.484 -0.200 0.814 -0.3 -1.1 -1.2 0.14
H -1.182 -1.973 0.950 2.9 0.2 0.1 0.22
H 0.529 -2.624 0.945 -1.7 2.4 -0.3 0.23
N 1.261 0.950 -1.035 0.8 -0.3 0.5 0.04
N -0.117 -1.754 1.005 -1.1 -0.6 -0.6 -0.54
S 3.032 -0.994 -0.270 -0.7 1.5 1.4 -0.29
```
Positions in Å, forces in eV/Å.

For the LUMO energy, the calculation gives 0.800 eV. The calculation puts the largest force on an atom at 3.43 eV/A. The energy relative to the best compared isomer or geometry (same formula, charge and spin) comes out at 112.8 kJ/mol. The gap between HOMO and LUMO comes out at 8.352 eV. As for the structure (SMILES): Cc1c[nH]c(S)c1N. As for the multiplicity: 1.


No. 2
Below is a single C7H11N molecule at a distorted geometry, with properties calculated with ωB97M-V/def2-TZVPD.

XYZ file:
```
19
Properties=species:S:1:pos:R:3:forces:R:3:mulliken_charge:R:1
C 1.245 -0.291 -0.370 -0.8 -2.0 -1.2 0.07
C 0.132 -1.172 0.204 0.4 -5.0 -1.2 -0.69
C -1.169 -0.400 0.362 -3.5 -1.5 1.0 0.21
C -2.487 -0.941 0.070 4.7 -0.5 -1.8 -0.86
C -0.639 1.018 0.858 -1.9 -5.8 1.0 -0.14
C -0.365 2.005 -0.132 -0.8 7.8 0.7 -0.55
C 0.277 0.818 -0.495 0.6 1.4 -2.6 0.08
H 3.037 0.374 0.047 1.2 1.5 -0.5 0.27
H 3.085 -1.229 0.336 -2.9 3.0 0.3 0.33
H 1.281 -0.868 -1.362 1.3 1.8 0.6 0.26
H 0.080 -1.964 -0.673 -0.9 0.7 2.1 0.26
H 0.608 -1.738 1.052 -1.1 0.5 -0.2 0.20
H -3.353 -0.305 0.182 -0.1 -0.2 0.0 0.35
H -2.540 -1.951 -0.722 0.1 3.1 2.8 0.17
H -0.175 0.964 1.979 -0.6 0.4 -3.3 0.21
H -0.013 2.812 0.571 0.7 -0.3 -1.4 0.23
H -1.087 2.517 -0.884 0.9 -1.2 1.4 0.21
H -0.342 0.626 -1.471 0.9 -0.9 2.1 0.10
N 2.425 -0.275 0.448 1.8 -3.2 0.2 -0.70
```
Positions in Å, forces in eV/Å.

For the LUMO energy, the calculation gives 0.759 eV. The calculation puts the largest force on an atom at 7.90 eV/A. The energy relative to the best compared isomer or geometry (same formula, charge and spin) comes out at 811.9 kJ/mol. The gap between HOMO and LUMO comes out at 8.531 eV. As for the structure (SMILES): C=C1C[C@H](N)[C@@H]2C[C@@H]12. As for the multiplicity: 1.


No. 3
Below is 10 unconnected molecules or ions with the total composition C24H37IN11 at a distorted geometry, with properties calculated with ωB97M-V/def2-TZVPD.

XYZ file:
```
73
Properties=species:S:1:pos:R:3:forces:R:3:mulliken_charge:R:1
C -0.197 2.120 -0.827 0.2 0.2 0.0 -0.62
C -1.117 1.175 0.123 -0.9 1.2 -1.6 -0.21
I 0.008 0.017 1.579 -0.5 0.4 -0.6 0.09
C -2.070 0.237 -0.817 0.6 0.3 0.6 -0.87
N -3.369 1.006 -0.940 -0.1 -0.2 -0.6 0.18
C -4.364 0.938 0.120 -2.1 4.3 -5.0 -0.32
C -5.421 1.895 -0.461 3.5 -2.4 0.8 -0.41
N -4.948 2.374 -1.743 2.1 -1.8 1.9 0.07
C -3.651 1.850 -2.057 -2.8 -1.2 4.4 -0.12
H -0.398 3.242 -0.646 0.4 -1.8 0.0 0.23
H -0.426 1.952 -1.948 0.5 0.0 1.8 -0.01
H 0.913 1.905 -0.617 -1.7 0.4 -0.5 0.28
H -1.819 1.900 0.686 1.2 -1.5 -0.6 0.40
H -2.237 -0.801 -0.363 -0.1 1.7 -0.6 0.42
H -1.642 0.082 -1.862 -0.5 0.4 1.4 0.27
H -4.313 0.353 1.089 0.1 0.9 -1.7 0.43
H -6.384 2.140 0.088 1.3 -0.1 -1.4 0.40
H -5.430 3.049 -2.379 0.1 -0.5 0.3 0.38
H -2.958 2.018 -2.942 -1.3 -0.3 1.4 0.34
C 3.867 -1.325 3.258 0.2 0.2 -0.2 -0.78
C 2.633 -1.689 3.957 -0.1 0.0 0.1 0.37
N 1.662 -1.975 4.508 0.4 0.2 -0.3 -0.44
H 3.827 -0.302 2.875 -0.2 0.0 0.2 0.31
H 4.737 -1.390 3.916 -0.2 -0.1 0.1 0.26
H 4.057 -1.983 2.406 -0.2 0.0 0.2 0.28
C 6.337 -4.301 4.346 0.0 -0.2 0.1 -0.46
C 5.769 -4.031 3.023 -0.1 -0.1 -0.2 0.33
N 5.321 -3.817 1.982 0.3 -0.2 0.6 -0.51
H 7.422 -4.172 4.353 -0.4 0.0 -0.3 0.19
H 5.926 -3.629 5.104 -0.1 0.1 -0.2 0.15
H 6.129 -5.323 4.672 -0.1 0.1 -0.2 0.34
C 8.488 -3.648 7.854 -0.1 0.0 0.3 -0.84
C 8.786 -3.516 6.425 0.2 0.1 0.0 0.48
N 9.020 -3.412 5.303 0.2 0.1 0.7 -0.50
H 7.903 -2.802 8.221 0.1 0.0 -0.3 0.27
H 7.914 -4.554 8.062 0.1 0.1 -0.2 0.27
H 9.401 -3.697 8.451 0.0 0.0 -0.3 0.33
C 1.760 -0.885 -2.958 0.2 -0.2 0.1 -0.89
C 0.666 -0.174 -3.627 0.0 0.0 -0.1 0.50
N -0.194 0.384 -4.153 0.3 -0.1 0.3 -0.42
H 2.674 -0.286 -2.937 -0.2 0.1 -0.1 0.29
H 1.507 -1.129 -1.923 -0.2 0.1 -0.1 0.24
H 1.998 -1.823 -3.465 -0.2 0.1 -0.1 0.34
C -4.215 3.042 -6.053 0.1 -0.1 -0.3 -0.20
C -5.117 3.388 -4.955 0.0 0.0 -0.2 0.46
N -5.818 3.660 -4.083 0.4 -0.1 -0.2 -0.61
H -4.008 3.905 -6.691 -0.1 0.0 0.3 0.33
H -3.254 2.677 -5.683 -0.1 0.2 0.1 0.08
H -4.636 2.261 -6.691 -0.2 0.1 0.3 -0.11
C -5.413 -1.691 3.854 0.2 -0.2 0.1 -0.82
C -6.521 -0.964 3.227 -0.1 0.0 0.0 0.38
N -7.390 -0.392 2.733 0.5 -0.2 0.1 -0.38
H -4.499 -1.093 3.873 -0.2 0.1 0.0 0.26
H -5.644 -1.962 4.886 -0.1 0.1 -0.1 0.31
H -5.185 -2.616 3.318 -0.2 0.1 -0.1 0.27
C 1.876 -0.487 8.133 -0.3 0.1 0.1 -0.82
C 3.148 -0.985 7.604 0.2 -0.1 -0.1 0.36
N 4.149 -1.376 7.188 -0.5 0.2 0.2 -0.38
H 1.623 0.490 7.715 0.2 -0.1 -0.1 0.25
H 1.052 -1.165 7.900 0.2 -0.1 -0.1 0.27
H 1.909 -0.377 9.220 0.2 -0.1 -0.1 0.32
C -3.803 0.797 -9.929 0.2 0.0 -0.2 -0.84
C -4.843 0.695 -8.901 -0.1 -0.1 0.0 0.40
N -5.661 0.615 -8.094 0.4 0.1 -0.3 -0.43
H -3.667 1.829 -10.260 -0.2 -0.1 0.2 0.27
H -2.838 0.444 -9.559 -0.2 0.0 0.1 0.27
H -4.051 0.202 -10.811 -0.2 0.0 0.2 0.33
C 1.256 3.473 -5.385 0.3 0.0 0.1 -0.75
C -0.026 3.622 -6.079 0.0 0.0 0.0 0.41
N -1.033 3.739 -6.624 0.4 -0.1 0.3 -0.39
H 1.204 3.846 -4.360 -0.2 0.0 -0.1 0.22
H 1.566 2.427 -5.334 -0.3 0.1 -0.1 0.18
H 2.052 4.023 -5.891 -0.2 0.0 -0.1 0.34
```
Positions in Å, forces in eV/Å.

For the LUMO energy, the calculation gives -2.757 eV. The calculation puts the largest force on an atom at 6.90 eV/A. The gap between HOMO and LUMO comes out at 9.530 eV. As for the multiplicity: 1. As for the total charge: +1.


Here are the calculated calculated total energy numbers, same order: -702.987068 -327.778732 -1836.334434 (Ha).